{
  "formula": "C4H10NO",
  "method": "ωB97M-V/def2-TZVPD",
  "orbital_gap_ha": 0.4015,
  "de_lowest_ev": 2.721,
  "e_tot_ev": -7838.59576,
  "homo_ev": -15.302,
  "charge": 1,
  "symbols": ["C", "C", "C", "C", "N", "O", "H", "H", "H", "H", "H", "H", "H", "H", "H", "H"],
  "coordinates": [[1.743, 0.110, -1.218], [0.100, -0.045, 0.922], [0.108, 1.229, 1.673], [-0.905, -1.274, -0.949], [-0.732, -0.057, -0.087], [1.943, 0.079, -0.029], [0.936, 0.653, -1.734], [2.549, -0.106, -1.930], [0.439, -1.054, 1.383], [1.107, 1.243, 2.047], [-0.607, 1.132, 2.642], [-0.145, 2.189, 1.109], [-1.925, -1.358, -1.052], [-0.351, -1.451, -1.900], [-0.672, -2.155, -0.485], [-1.399, 0.696, -0.187]],
  "mulliken_charge": [-0.16, 0.51, -1.28, -1.02, -0.19, -0.39, 0.35, 0.31, 0.34, 0.39, 0.34, 0.36, 0.44, 0.32, 0.39, 0.29]
}


{
  "formula": "C4H10NO",
  "method": "ωB97M-V/def2-TZVPD",
  "orbital_gap_ha": 0.3296,
  "de_lowest_ev": 1.574,
  "e_tot_ev": -7839.74342,
  "homo_ev": -14.020,
  "charge": 1,
  "symbols": ["C", "C", "C", "N", "C", "H", "H", "H", "H", "H", "H", "H", "H", "H", "H", "O"],
  "coordinates": [[-2.122, -0.610, 1.485], [-1.000, -0.107, 0.662], [-0.351, -0.877, -0.214], [0.869, -0.386, -0.759], [1.704, -1.139, -1.381], [-1.874, -0.781, 2.538], [-2.698, -1.436, 1.070], [-2.857, 0.211, 1.574], [-0.543, 0.836, 0.896], [-0.758, -1.768, -0.665], [0.941, 0.648, -0.829], [2.714, -0.753, -1.399], [1.292, -2.057, -1.780], [1.309, 3.144, -1.029], [2.023, 2.666, 0.239], [1.349, 2.408, -0.408]],
  "mulliken_charge": [-1.16, -0.10, -0.10, 0.06, -0.18, 0.30, 0.34, 0.34, 0.36, 0.29, 0.32, 0.29, 0.27, 0.31, 0.31, -0.65]
}


{
  "formula": "C4H10NO",
  "method": "ωB97M-V/def2-TZVPD",
  "orbital_gap_ha": 0.3624,
  "de_lowest_ev": 1.583,
  "e_tot_ev": -7839.73391,
  "homo_ev": -14.453,
  "charge": 1,
  "symbols": ["C", "C", "C", "C", "N", "H", "H", "H", "H", "H", "H", "H", "H", "H", "H", "O"],
  "coordinates": [[0.766, 1.577, 1.208], [0.298, 0.138, 1.044], [0.849, -0.838, 1.739], [-0.886, 0.345, -1.012], [-0.864, -0.017, 0.201], [0.419, 2.210, 0.394], [0.392, 1.969, 2.153], [1.850, 1.649, 1.211], [0.542, -1.875, 1.803], [1.732, -0.622, 2.326], [-1.792, 0.411, -1.599], [-0.039, 0.622, -1.620], [-1.736, -0.254, 0.646], [-1.100, -1.487, -3.275], [0.089, -2.281, -2.675], [-0.520, -1.546, -2.543]],
  "mulliken_charge": [-1.12, 0.51, -0.90, -0.21, 0.04, 0.38, 0.30, 0.36, 0.31, 0.27, 0.33, 0.36, 0.32, 0.31, 0.29, -0.57]
}


{
  "formula": "C4H10NO",
  "method": "ωB97M-V/def2-TZVPD",
  "orbital_gap_ha": 0.3613,
  "de_lowest_ev": 2.135,
  "e_tot_ev": -7839.18228,
  "homo_ev": -14.794,
  "charge": 1,
  "symbols": ["C", "C", "C", "C", "N", "O", "H", "H", "H", "H", "H", "H", "H", "H", "H", "H"],
  "coordinates": [[2.734, 0.277, -0.176], [1.580, 0.436, 0.560], [-2.097, 0.853, -0.176], [0.368, 0.526, -0.156], [-0.749, 0.964, 0.385], [-0.302, -2.015, 0.060], [3.772, 0.279, 0.208], [2.470, 0.360, -1.352], [1.422, 0.532, 1.599], [-2.673, 0.193, 0.382], [-2.601, 1.785, 0.099], [-1.836, 0.522, -1.179], [0.304, 0.445, -1.245], [-0.810, 1.153, 1.347], [-0.812, -2.231, -0.640], [0.427, -2.759, 0.115]],
  "mulliken_charge": [-0.62, -0.06, -0.72, 0.19, -0.08, -0.60, 0.33, 0.18, 0.34, 0.33, 0.30, 0.28, 0.24, 0.26, 0.31, 0.34]
}


{
  "formula": "C4H10NO2",
  "method": "ωB97M-V/def2-TZVPD",
  "orbital_gap_ha": 0.2353,
  "de_lowest_ev": 3.351,
  "e_tot_ev": -9894.09436,
  "homo_ev": -2.538,
  "charge": -1,
  "symbols": ["C", "C", "O", "C", "H", "H", "H", "H", "H", "H", "N", "C", "O", "H", "H", "H", "H"],
  "coordinates": [[2.035, 0.557, 0.955], [1.440, -0.596, 0.654], [1.467, -1.593, 1.621], [0.922, -1.050, -0.678], [2.094, 1.402, 0.295], [2.326, 0.690, 1.991], [0.702, -2.153, 1.468], [0.759, -0.171, -1.299], [1.513, -1.831, -1.156], [-0.110, -1.392, -0.504], [-2.336, 0.363, -1.135], [-1.534, 0.972, 0.013], [-0.409, 1.539, -0.421], [-2.007, 0.849, -1.966], [-3.313, 0.614, -1.031], [-2.212, 1.705, 0.508], [-1.337, 0.095, 0.684]],
  "mulliken_charge": [-0.84, 0.69, -0.58, -1.16, 0.30, 0.23, 0.35, 0.26, 0.38, 0.34, -0.70, -0.28, -0.78, 0.23, 0.24, 0.27, 0.06]
}


{
  "formula": "C4H10NO2",
  "method": "ωB97M-V/def2-TZVPD",
  "orbital_gap_ha": 0.3099,
  "de_lowest_ev": 0.928,
  "e_tot_ev": -9896.51809,
  "homo_ev": -4.173,
  "charge": -1,
  "symbols": ["O", "C", "O", "H", "C", "C", "C", "N", "H", "H", "H", "H", "H", "H", "H", "H", "H"],
  "coordinates": [[-1.628, -0.386, -1.707], [-0.952, -1.335, -2.243], [-0.014, -2.007, -1.697], [-1.245, -1.574, -3.332], [-0.028, -0.766, 1.273], [0.328, 0.342, 0.277], [-0.493, 1.613, 0.598], [1.771, 0.698, 0.470], [-1.117, -0.884, 1.375], [0.412, -1.719, 0.963], [0.333, -0.538, 2.268], [0.168, 0.001, -0.701], [-0.183, 2.424, -0.072], [-1.595, 1.461, 0.456], [-0.272, 1.905, 1.629], [2.249, 0.877, -0.418], [2.265, -0.112, 0.860]],
  "mulliken_charge": [-0.67, -0.04, -0.66, 0.35, -1.60, 1.18, -1.33, -0.79, 0.34, 0.32, 0.53, -0.03, 0.33, 0.25, 0.35, 0.26, 0.22]
}


{
  "formula": "C4H10NO2",
  "method": "ωB97M-V/def2-TZVPD",
  "orbital_gap_ha": [0.1847, 0.3804],
  "spin_multiplicity": 2,
  "de_lowest_ev": 0.968,
  "e_tot_ev": -9892.77428,
  "homo_ev": [-4.690, -10.019],
  "charge": 0,
  "symbols": ["O", "C", "O", "H", "H", "C", "C", "C", "N", "H", "H", "H", "H", "H", "H", "H", "H"],
  "coordinates": [[-1.248, 0.384, -1.726], [-1.299, -0.771, -1.998], [-1.148, -1.750, -1.044], [-1.505, -1.180, -3.002], [-1.521, -2.561, -1.452], [0.554, -0.058, 2.701], [0.373, 1.012, 1.666], [1.892, 0.943, -0.249], [0.856, 0.508, 0.369], [-0.141, -0.880, 2.478], [1.633, -0.378, 2.791], [0.333, 0.307, 3.679], [-0.684, 1.325, 1.474], [1.007, 1.937, 1.932], [2.152, 0.552, -1.218], [2.510, 1.663, 0.270], [0.275, -0.170, -0.090]],
  "mulliken_charge": [-0.40, 0.16, -0.45, 0.34, 0.35, -0.95, -0.44, -0.64, 0.16, 0.26, 0.24, 0.36, 0.25, 0.28, 0.25, 0.22, 0.00]
}


{
  "formula": "C4H10NO2",
  "method": "ωB97M-V/def2-TZVPD",
  "orbital_gap_ha": [0.3778, 0.2913],
  "spin_multiplicity": 2,
  "de_lowest_ev": 1.704,
  "e_tot_ev": -9892.03769,
  "homo_ev": [-9.573, -9.652],
  "charge": 0,
  "symbols": ["C", "O", "C", "C", "C", "O", "N", "H", "H", "H", "H", "H", "H", "H", "H", "H", "H"],
  "coordinates": [[-0.612, -1.511, 0.063], [0.064, -2.569, -0.380], [0.451, -0.335, 0.064], [0.089, 1.042, 0.634], [0.052, 2.153, -0.378], [-1.293, 1.043, 1.129], [1.328, -0.218, -1.117], [-0.867, -1.574, 1.144], [-1.533, -1.225, -0.466], [1.117, -0.810, 0.833], [0.651, 1.232, 1.529], [1.010, 2.479, -0.822], [-0.658, 1.902, -1.205], [-0.506, 3.031, -0.074], [-1.245, 1.024, 2.078], [0.895, 0.258, -1.900], [1.445, -1.192, -1.375]],
  "mulliken_charge": [-0.33, -0.44, -0.14, 0.62, -1.69, -0.59, -0.64, 0.23, 0.34, 0.25, 0.39, 0.35, 0.39, 0.38, 0.32, 0.25, 0.32]
}


{
  "formula": "C4H10NO2",
  "method": "ωB97M-V/def2-TZVPD",
  "orbital_gap_ha": [0.3663, 0.2701],
  "spin_multiplicity": 2,
  "de_lowest_ev": 1.999,
  "e_tot_ev": -9891.74270,
  "homo_ev": [-9.042, -9.038],
  "charge": 0,
  "symbols": ["C", "N", "C", "O", "H", "H", "H", "H", "H", "H", "C", "C", "O", "H", "H", "H", "H"],
  "coordinates": [[1.542, 0.079, 2.056], [1.685, -1.272, 1.519], [0.510, -1.758, 0.887], [-0.048, -0.980, -0.079], [1.389, 0.826, 1.300], [2.430, 0.306, 2.648], [0.693, 0.107, 2.734], [2.432, -1.286, 0.850], [-0.227, -1.895, 1.686], [0.736, -2.772, 0.492], [-1.352, 1.689, -1.149], [-1.578, 0.868, -2.140], [-1.776, 1.362, -3.406], [-1.107, 1.326, -0.163], [-1.372, 2.746, -1.322], [-1.499, -0.200, -2.070], [-2.457, 0.853, -3.843]],
  "mulliken_charge": [-0.78, -0.38, -0.41, -0.26, 0.28, 0.30, 0.32, 0.25, 0.34, 0.34, -0.70, 0.09, -0.49, 0.21, 0.26, 0.31, 0.33]
}


{
  "formula": "C4H10NO2",
  "method": "ωB97M-V/def2-TZVPD",
  "orbital_gap_ha": [0.3041, 0.3157],
  "de_lowest_ev": 8.763,
  "e_tot_ev": -9880.82471,
  "homo_ev": [-14.861, -14.429],
  "charge": 1,
  "symbols": ["C", "C", "C", "C", "N", "O", "O", "H", "H", "H", "H", "H", "H", "H", "H", "H", "H"],
  "coordinates": [[0.727, 0.618, 1.012], [2.078, 1.179, 1.016], [-2.008, -1.435, 0.719], [-0.069, 0.167, -2.307], [0.302, 0.018, -0.003], [-1.833, -0.353, 0.019], [0.715, -0.290, -1.180], [0.174, 0.652, 1.888], [2.635, 1.038, 2.004], [2.013, 2.247, 0.875], [2.518, 0.709, 0.223], [-1.449, -1.634, 1.724], [-2.149, -2.450, 0.296], [-3.102, -1.445, 1.134], [-1.118, 0.632, -2.164], [-0.012, -0.729, -2.891], [0.392, 1.089, -2.710]],
  "mulliken_charge": [0.18, -1.08, -0.49, -0.48, 0.22, -0.32, -0.20, 0.42, 0.34, 0.31, 0.34, 0.26, 0.31, 0.31, 0.29, 0.28, 0.30]
}


{
  "formula": "C4H10NO2",
  "method": "ωB97M-V/def2-TZVPD",
  "orbital_gap_ha": 0.4195,
  "de_lowest_ev": 4.509,
  "e_tot_ev": -9885.07868,
  "homo_ev": -15.191,
  "charge": 1,
  "symbols": ["C", "C", "C", "C", "N", "O", "O", "H", "H", "H", "H", "H", "H", "H", "H", "H", "H"],
  "coordinates": [[2.195, 0.706, -1.441], [1.394, -0.163, -0.867], [-1.120, -0.681, 1.136], [-1.107, -0.794, -0.400], [0.479, -0.991, -0.611], [2.186, 0.233, 1.324], [-1.512, 0.441, -0.893], [2.549, 0.846, -2.420], [2.944, 1.094, -0.745], [-1.908, -0.060, 1.509], [-0.016, -0.565, 1.419], [-1.266, -1.700, 1.614], [-1.541, -1.667, -0.917], [0.785, -1.918, -0.647], [2.132, 0.492, 2.113], [3.119, 0.053, 1.241], [-1.999, 0.350, -1.770]],
  "mulliken_charge": [-0.80, 0.68, -0.82, 0.27, -0.19, -0.53, -0.52, 0.34, 0.30, 0.35, 0.07, 0.31, 0.42, 0.25, 0.19, 0.31, 0.37]
}


{
  "formula": "C4H10NO2",
  "method": "ωB97M-V/def2-TZVPD",
  "orbital_gap_ha": 0.4252,
  "de_lowest_ev": 3.368,
  "e_tot_ev": -9886.21983,
  "homo_ev": -15.759,
  "charge": 1,
  "symbols": ["C", "C", "C", "C", "N", "O", "O", "H", "H", "H", "H", "H", "H", "H", "H", "H", "H"],
  "coordinates": [[0.664, -2.816, -0.093], [0.343, -1.596, -0.062], [-1.387, 1.357, -0.321], [-1.197, 0.074, 0.394], [0.178, -0.357, 0.143], [2.567, 0.795, 0.238], [-2.119, -0.896, 0.139], [0.944, -3.395, 0.811], [0.741, -3.477, -0.959], [-2.221, 2.031, -0.005], [-1.528, 1.184, -1.408], [-0.481, 1.965, -0.088], [-0.984, 0.425, 1.361], [0.831, 0.405, -0.035], [2.983, 1.559, -0.148], [3.004, 0.551, 1.075], [-1.964, -1.445, 0.894]],
  "mulliken_charge": [-0.85, 0.69, -1.25, 0.33, 0.00, -0.65, -0.47, 0.28, 0.28, 0.35, 0.32, 0.35, 0.28, 0.31, 0.31, 0.31, 0.42]
}